C46H54Cl3N3O4PbS3Si | the ωB97M-V functional and the def2-TZVPD basis

Properties
Charge: -2
E_HOMO, eV: -1.87
LUMO, eV: 3.89

Geometry as XYZ:
```
115
Properties=species:S:1:pos:R:3:forces:R:3
Pb 0.249 0.605 -0.083 -0.086 0.393 0.101
C -2.355 1.084 -3.358 0.236 1.081 -0.661
C -2.663 -0.194 -2.639 -0.395 -0.772 0.376
C -3.413 -1.143 -3.588 -0.008 0.245 0.141
C -3.466 0.017 -1.369 0.875 -0.087 0.843
C -4.755 0.476 -1.438 -1.256 0.246 -0.540
C -5.564 0.663 -0.327 0.706 0.103 0.430
C -5.011 0.462 0.926 -0.337 -0.203 -0.570
C -3.703 0.012 1.079 -0.806 0.187 -0.468
C -3.295 -0.199 2.519 0.514 0.013 -0.102
C -3.605 1.044 3.339 0.288 0.730 -0.060
C -4.026 -1.390 3.120 -0.732 -0.056 -0.357
C -2.928 -0.220 -0.081 0.397 -0.184 0.652
N -1.576 -0.662 0.082 -0.699 0.166 -0.279
C -1.326 -1.989 0.280 0.836 0.174 0.261
C 0.003 -2.416 0.392 -1.112 1.203 -0.078
N 1.004 -1.434 0.349 -0.350 -1.455 -0.466
C 2.263 -1.882 -0.111 0.037 0.782 0.289
C 2.457 -2.382 -1.404 -0.742 -0.607 -0.313
C 3.697 -2.904 -1.752 -0.084 0.670 0.363
C 4.772 -2.727 -0.894 0.460 -0.638 -0.375
C 4.613 -2.101 0.328 -0.081 -0.042 -0.012
C 3.353 -1.682 0.748 0.863 -0.308 -0.913
C 3.151 -1.085 2.085 -0.110 -0.526 0.931
C 4.294 -0.231 2.596 0.493 -0.917 0.316
C 2.810 -2.257 3.049 0.004 -0.059 -0.506
C 1.322 -2.353 -2.441 0.018 -0.261 0.408
C 0.994 -3.750 -3.003 0.085 0.174 0.466
C 1.696 -1.408 -3.576 -0.993 0.359 -0.811
C 0.006 -3.869 0.487 -1.048 0.170 -0.161
C 0.934 -4.849 0.563 1.228 -0.627 0.171
C 0.558 -6.229 0.580 -1.411 0.350 0.122
C -0.765 -6.615 0.515 -0.090 0.979 -0.239
C -1.789 -5.599 0.384 0.057 0.082 0.210
C -3.203 -5.805 0.215 0.545 -0.158 -0.163
C -4.035 -4.745 0.023 -0.101 0.854 0.400
C -3.574 -3.382 0.110 -0.396 -0.324 -0.227
C -2.240 -3.145 0.310 0.391 -0.357 -0.496
C -1.375 -4.278 0.405 0.214 -0.269 0.167
H -1.639 0.870 -4.174 -0.225 0.176 0.260
H -1.900 1.842 -2.689 -0.322 -0.307 -0.387
H -3.266 1.516 -3.833 0.545 -0.104 0.451
H -1.704 -0.658 -2.379 -0.187 -0.084 0.136
H -4.399 -0.706 -3.858 0.596 -0.312 -0.003
H -3.577 -2.118 -3.118 0.019 0.085 -0.145
H -2.788 -1.249 -4.480 -0.310 -0.203 -0.097
H -5.195 0.699 -2.405 0.109 -0.019 -0.081
H -6.573 1.028 -0.396 -0.210 0.080 -0.255
H -5.625 0.651 1.800 0.037 -0.059 -0.134
H -2.222 -0.390 2.511 0.166 0.001 0.232
H -4.655 1.353 3.261 0.275 -0.176 0.189
H -3.028 1.902 2.980 -0.152 -0.061 -0.113
H -3.350 0.922 4.391 -0.166 -0.266 0.121
H -5.124 -1.164 3.128 0.792 -0.375 0.068
H -3.698 -1.603 4.134 0.037 0.097 0.238
H -3.839 -2.279 2.520 -0.185 -0.107 0.028
H 3.819 -3.355 -2.721 0.179 -0.129 -0.252
H 5.752 -3.113 -1.182 -0.190 0.157 0.062
H 5.489 -1.975 0.956 -0.142 0.088 0.032
H 2.242 -0.519 2.050 -0.357 0.519 -0.021
H 5.146 -0.919 2.799 -0.168 0.692 -0.087
H 3.989 0.189 3.544 0.014 0.215 0.381
H 4.595 0.597 1.956 -0.048 -0.147 -0.198
H 3.613 -3.016 3.117 -0.183 0.391 -0.059
H 1.919 -2.741 2.636 0.079 -0.130 0.151
H 2.552 -1.914 4.046 0.072 0.176 0.244
H 0.412 -1.964 -1.948 0.382 -0.152 -0.186
H 1.885 -4.180 -3.464 0.001 -0.070 -0.041
H 0.228 -3.662 -3.779 -0.071 -0.095 0.093
H 0.659 -4.426 -2.200 0.016 0.212 -0.361
H 2.529 -1.811 -4.177 -0.325 0.134 0.101
H 1.991 -0.423 -3.211 -0.052 -0.068 -0.006
H 0.785 -1.238 -4.235 1.087 -0.305 0.515
H 1.992 -4.601 0.621 -0.096 -0.048 -0.057
H 1.299 -6.991 0.680 0.531 -0.274 -0.006
H -1.072 -7.645 0.533 0.086 -0.356 -0.001
H -3.614 -6.800 0.188 0.016 -0.339 -0.022
H -5.102 -4.896 -0.151 0.298 -0.071 0.071
H -4.322 -2.600 -0.008 0.318 0.025 0.004
C -0.568 1.580 4.764 0.788 -0.797 -0.691
S 0.788 1.746 3.544 -0.292 -0.584 -0.135
C 0.443 3.334 2.845 -0.393 -0.001 -0.427
O 0.442 0.797 2.395 -0.095 0.290 0.830
H -1.538 1.791 4.366 -0.248 0.538 -0.349
H -0.301 2.167 5.613 0.074 0.647 0.580
H -0.585 0.535 5.071 0.243 -0.141 -0.047
H -0.603 3.285 2.502 0.328 0.369 0.161
H 1.108 3.372 1.981 -0.011 0.009 -0.088
H 0.689 4.196 3.464 -0.209 -0.139 0.254
Cl -0.896 5.260 0.327 -0.501 -0.399 -0.172
Si -2.352 3.584 0.022 -0.015 0.488 0.417
Cl -3.408 4.337 -1.736 0.073 0.017 0.119
Cl -3.887 4.233 1.579 0.421 -0.116 -0.417
O 4.033 7.998 1.187 -1.466 -0.894 -0.215
S 2.849 7.122 1.233 1.622 0.017 0.924
O 1.824 7.466 2.181 -0.217 0.334 -0.250
N 3.322 5.546 1.558 -0.396 0.706 -0.390
C 3.085 4.779 0.523 0.445 -0.076 0.370
S 3.399 3.116 0.495 -0.050 -0.343 -0.082
C 2.555 5.499 -0.660 -0.570 -0.327 -1.634
C 2.396 5.014 -1.961 0.229 -0.410 0.176
C 1.959 5.830 -2.996 0.224 0.710 0.908
C 1.717 7.168 -2.697 -0.473 0.558 0.268
C 1.880 7.688 -1.396 -0.417 -0.193 -1.544
C 2.254 6.822 -0.421 1.016 -0.245 1.112
H 2.668 4.003 -2.211 -0.037 -0.180 0.211
H 1.875 5.437 -3.999 -0.114 0.034 -0.015
H 1.337 7.855 -3.449 0.190 -0.154 -0.082
H 1.714 8.734 -1.228 -0.068 0.299 0.228
C 4.173 0.629 -2.583 0.785 0.722 0.516
O 3.491 1.856 -2.722 -0.838 -0.039 -0.155
H 3.682 -0.068 -1.904 -0.026 -0.056 0.003
H 5.152 0.903 -2.171 0.220 -0.662 -0.059
H 4.286 0.176 -3.562 0.020 -0.079 -0.113
H 3.300 2.163 -1.819 0.080 0.198 0.074
```
Forces are in eV/Å.

***

C28H42O21 | the ωB97M-V functional and the def2-TZVPD basis

Properties
Expectation value of S²: 0.761
Charge: +1
Multiplicity: 2
E_HOMO (alpha / beta), eV: -11.82 / -11.82
LUMO (alpha / beta), eV: -4.82 / -10.31

Geometry as XYZ:
```
91
Properties=species:S:1:pos:R:3:forces:R:3
C -0.304 -0.256 0.329 1.998 -0.674 -1.203
C 0.802 -1.402 0.220 -2.027 -0.311 0.184
C 0.375 -2.471 -0.767 -0.949 0.529 0.443
O 1.596 -2.853 -1.242 1.300 -4.403 -2.157
C 2.475 -1.914 -1.261 2.380 -0.616 -3.765
O 3.437 -1.951 -2.091 -2.239 0.805 3.416
O 2.064 -1.012 -0.441 0.268 3.436 1.735
H -0.891 -0.318 -0.588 -0.006 0.145 -0.018
H 0.313 0.640 0.266 -0.495 0.458 0.435
H -1.039 -0.279 1.133 0.662 -0.263 0.336
H 1.058 -1.909 1.150 0.220 0.524 0.205
H -0.141 -2.018 -1.613 -0.658 -0.162 0.135
H -0.093 -3.381 -0.392 -0.433 0.502 0.149
C 6.558 -3.548 -1.399 0.615 0.121 -0.029
C 7.256 -3.135 -2.711 -4.045 0.651 1.437
C 7.805 -1.748 -2.896 -3.243 1.530 1.526
O 8.797 -1.943 -3.828 3.951 -3.222 -1.203
C 9.186 -3.284 -3.688 -2.333 2.762 -0.687
O 9.952 -3.920 -4.458 -0.370 0.713 1.157
O 8.380 -3.888 -2.849 4.472 -2.495 -1.088
H 7.263 -3.409 -0.580 -0.150 0.367 0.145
H 6.313 -4.610 -1.368 -0.011 0.009 -0.475
H 5.627 -2.997 -1.264 0.100 0.220 -0.079
H 6.601 -3.448 -3.524 -0.250 0.300 -0.326
H 8.017 -1.222 -1.966 1.317 -0.464 0.177
H 7.089 -1.035 -3.304 -0.258 -0.431 -0.561
C 0.209 3.737 -1.723 0.606 -0.815 -0.757
C 0.668 4.809 -0.786 -0.307 -0.481 -0.711
C -0.472 5.460 0.035 1.286 0.622 -2.891
O -0.194 5.055 1.316 -0.476 -0.952 2.462
C 0.997 4.409 1.431 2.518 2.588 2.119
O 1.640 4.315 2.492 -2.566 -0.844 -3.383
O 1.517 4.324 0.192 1.335 -2.229 2.419
H -0.199 2.817 -1.305 -0.845 0.513 0.648
H 1.065 3.274 -2.215 0.309 0.533 -0.483
H -0.447 4.201 -2.459 -0.114 -0.366 -0.078
H 1.402 5.441 -1.286 -0.983 0.819 -0.601
H -1.448 5.157 -0.345 -0.049 0.132 0.395
H -0.255 6.512 -0.148 -0.854 0.406 0.825
C 1.429 0.390 -4.645 1.003 0.197 -0.196
C 0.394 -0.228 -5.522 -0.298 0.049 -0.754
C 0.471 -1.717 -5.855 0.129 0.754 0.613
O -0.816 -2.177 -5.339 2.110 -3.633 -2.146
C -1.515 -1.248 -4.810 -4.476 0.717 4.573
O -2.571 -1.373 -4.124 3.690 0.106 -3.101
O -0.858 -0.121 -4.872 -0.175 2.480 0.049
H 2.310 0.612 -5.246 0.154 -0.034 -0.069
H 1.776 -0.258 -3.840 -0.290 0.018 0.197
H 1.083 1.357 -4.278 -0.116 -0.170 0.170
H 0.358 0.280 -6.486 -0.248 0.521 0.168
H 1.351 -2.146 -5.376 -0.528 -0.625 0.556
H 0.646 -1.855 -6.922 -0.877 -0.387 0.004
C 1.179 -1.992 3.938 1.583 1.789 -0.954
C -0.125 -2.706 3.871 2.979 -0.145 -2.071
C -0.213 -3.551 5.039 0.154 0.322 1.053
O -1.575 -3.393 5.337 -2.624 -2.369 0.800
C -2.216 -2.517 4.518 0.996 1.139 0.959
O -3.355 -2.169 4.511 0.590 -0.856 0.053
O -1.218 -1.893 3.845 -1.683 1.793 -0.549
H 2.078 -2.399 3.476 -0.462 -0.955 -0.539
H 1.601 -1.809 4.927 -0.796 0.415 0.271
H 1.067 -1.063 3.377 0.072 0.422 0.353
H -0.198 -3.284 2.949 0.269 -0.390 -0.158
H 0.329 -3.154 5.897 0.021 -0.042 0.013
H 0.291 -4.463 4.718 -1.153 -1.026 0.719
C -3.842 3.530 4.084 2.332 1.672 0.058
C -2.737 3.681 2.990 -1.261 -2.153 -0.585
C -2.653 2.306 2.207 1.347 1.042 0.391
O -3.154 2.661 0.903 -0.153 -1.494 -0.125
C -3.462 3.945 0.870 -2.142 1.841 -3.718
O -3.922 4.607 -0.066 1.181 -2.242 1.046
O -3.288 4.510 1.996 0.439 2.268 2.371
H -3.412 2.912 4.873 -0.646 -0.450 -0.025
H -4.809 3.275 3.651 0.328 -0.474 0.113
H -3.928 4.526 4.517 -0.323 0.028 0.182
H -1.743 4.095 3.162 -0.245 -0.149 1.004
H -3.142 1.519 2.780 -0.701 0.066 -0.759
H -1.643 1.937 2.030 0.170 0.225 0.163
C -6.092 1.346 1.773 -0.985 -0.866 -0.131
C -5.474 -0.023 2.127 -0.868 1.758 0.472
C -6.270 -1.303 1.729 0.155 1.204 0.675
O -5.300 -1.952 0.974 -0.221 -2.210 -1.206
C -4.167 -1.235 0.707 -7.052 0.765 4.890
O -3.354 -1.572 0.021 6.362 -2.335 -5.017
O -4.244 -0.157 1.433 0.854 2.113 0.995
H -6.826 1.564 2.549 -0.284 -0.049 -0.038
H -6.629 1.230 0.832 0.082 0.460 -0.151
H -5.446 2.224 1.758 0.344 -0.541 -0.208
H -5.316 0.085 3.200 0.604 -0.840 0.069
H -7.194 -1.150 1.171 0.250 0.521 -0.563
H -6.632 -1.886 2.575 0.732 -0.203 0.231
```
Forces are in eV/Å.

***

C3H6N2S | the ωB97M-V functional and the def2-TZVPD basis

Properties
E_HOMO, eV: -8.29
LUMO, eV: 0.44

Geometry as XYZ:
```
12
Properties=species:S:1:pos:R:3:forces:R:3
H 1.965 -2.481 0.044 0.179 -3.071 0.027
N 1.724 -1.569 -0.100 -1.068 4.487 -0.090
C 0.512 -1.238 -0.055 -2.279 -0.818 0.757
N -0.100 0.089 0.015 -3.436 -5.535 -0.107
S -1.905 -0.031 -0.029 1.874 0.039 1.639
C 0.384 1.282 -0.173 2.104 4.694 -0.563
C 1.652 1.590 0.208 3.129 1.939 -1.438
H -0.441 -1.923 0.045 2.160 0.694 -0.249
H -1.949 -0.114 1.359 -0.421 0.139 -1.145
H -0.381 2.060 -0.649 2.167 -1.643 0.813
H 2.535 0.907 0.874 -3.281 2.048 -2.500
H 2.086 2.603 -0.495 -1.128 -2.973 2.856
```
Forces are in eV/Å.

***

C4H4N2O2 | the ωB97M-V functional and the def2-TZVPD basis

Properties
E_HOMO, eV: -10.26
LUMO, eV: 0.61

Geometry as XYZ:
```
12
Properties=species:S:1:pos:R:3:forces:R:3
C -1.857 -1.243 -0.367 -4.299 3.484 -4.049
C -1.243 -1.794 0.434 4.003 -3.995 4.247
C 0.654 0.677 -1.898 0.970 -0.393 0.464
C -1.959 1.478 2.118 0.166 1.561 -1.017
N 2.950 0.006 -1.071 0.689 -0.389 -0.361
N 1.711 0.373 -1.483 -0.454 0.401 -1.226
O -2.033 0.518 2.712 -0.217 -2.530 1.650
O -1.881 2.459 1.521 0.057 0.954 -0.602
H -2.599 -0.704 -0.951 0.855 -0.370 0.181
H 3.158 0.599 -0.301 0.393 0.339 0.836
H -0.637 -2.467 1.044 -0.549 0.879 -0.396
H 3.736 0.099 -1.758 -1.613 0.059 0.272
```
Forces are in eV/Å.

***

Summary of maximum force in Eh/bohr
0.03631, 0.16755, 0.12671, 0.13755
(order as listed above)
Summary of energy relative to the best compared isomer or geometry (same formula, charge and spin) in kcal per mole
0.0, 96.4, 103.2, 112.6
(order as listed above)